{"formula": "C55H62BN11OS5Ti", "method": "the ωB97M-V functional and the def2-TZVPD basis", "charge": 2, "molar_mass_da": 1112.191, "e_above_lowest_kcal_mol": 28.0, "homo_ev": -11.964, "orbital_gap_ha": 0.214, "species": ["Ti", "C", "C", "C", "C", "N", "N", "B", "N", "N", "C", "C", "C", "C", "C", "S", "C", "C", "C", "C", "N", "N", "C", "C", "C", "C", "C", "S", "C", "C", "C", "C", "C", "S", "C", "C", "C", "C", "H", "H", "H", "H", "H", "H", "H", "H", "H", "H", "H", "H", "H", "H", "H", "H", "H", "H", "H", "H", "H", "H", "H", "H", "H", "H", "H", "H", "H", "H", "H", "H", "H", "H", "H", "H", "H", "H", "H", "C", "C", "N", "N", "C", "S", "S", "C", "C", "C", "C", "C", "C", "C", "C", "C", "C", "C", "C", "C", "O", "H", "H", "H", "H", "H", "H", "H", "H", "H", "H", "H", "H", "H", "H", "N", "C", "C", "C", "C", "C", "C", "N", "C", "C", "C", "C", "N", "C", "C", "H", "H", "H", "H", "H", "H", "H", "H", "H"], "xyz": [[-0.53725, -0.74773, -1.59053], [4.33596, 1.52335, -2.82209], [3.74351, 1.85346, -1.49385], [4.41814, 2.55862, -0.54996], [3.80476, 2.89589, 0.68565], [2.61691, 2.45119, 0.99216], [1.95996, 1.69692, 0.08177], [0.55248, 1.12306, 0.41253], [-0.46988, 2.21804, -0.23438], [-0.29397, 3.20801, 0.67564], [-0.83080, 4.37933, 0.50470], [-1.53535, 4.67608, -0.68775], [-1.76451, 3.69763, -1.59804], [-2.54757, 3.95080, -2.84436], [-1.24790, 2.38546, -1.31643], [-1.73755, 1.15907, -2.39287], [-0.67102, 5.41164, 1.60471], [-0.10534, 4.76744, 2.86634], [-2.04408, 6.01513, 1.92962], [0.27274, 6.50900, 1.09589], [-0.03009, 0.93017, 1.84568], [0.68856, 1.30547, 2.91645], [0.15881, 1.17817, 4.09894], [-1.18528, 0.74931, 4.25274], [-1.90076, 0.31758, 3.18153], [-3.29813, -0.19252, 3.30285], [-1.24385, 0.36029, 1.90956], [-2.07240, -0.28161, 0.54220], [1.00939, 1.47932, 5.32174], [0.84168, 0.33810, 6.33509], [2.48502, 1.58282, 4.94877], [0.53062, 2.79774, 5.94251], [2.41036, 1.44363, -1.16199], [1.47689, 0.72147, -2.41480], [4.56586, 3.73680, 1.70323], [3.61365, 4.52443, 2.60206], [5.48669, 4.73525, 0.98970], [5.41510, 2.76919, 2.54157], [5.38733, 1.80057, -2.84187], [3.81617, 2.05874, -3.61778], [4.23479, 0.46018, -3.04149], [5.42844, 2.88802, -0.74624], [-1.90706, 5.67596, -0.86129], [-2.76887, 5.01120, -2.93623], [-3.48823, 3.39848, -2.82729], [-1.99624, 3.62325, -3.72578], [-0.82528, 4.07138, 3.30034], [0.10437, 5.54216, 3.60417], [0.80710, 4.21562, 2.66127], [-2.73404, 5.25004, 2.28842], [-2.49804, 6.51289, 1.07367], [-1.93207, 6.76203, 2.71499], [1.24140, 6.09307, 0.81651], [0.43243, 7.24789, 1.88067], [-0.13767, 7.03012, 0.23022], [-1.62974, 0.73283, 5.23791], [-3.62785, -0.14775, 4.33765], [-3.36396, -1.22287, 2.95199], [-3.97865, 0.39516, 2.68575], [1.05452, -0.63038, 5.87903], [-0.15707, 0.30228, 6.76908], [1.54333, 0.48386, 7.15579], [2.89114, 0.60463, 4.68707], [3.05014, 1.96129, 5.79981], [2.64001, 2.24385, 4.10394], [-0.53504, 2.77529, 6.17444], [0.71708, 3.63590, 5.27093], [1.06744, 2.98074, 6.87308], [3.16649, 5.35730, 2.05806], [4.16704, 4.93532, 3.44634], [2.81036, 3.90395, 2.98305], [4.96402, 5.27093, 0.19597], [6.37316, 4.26313, 0.56677], [5.83420, 5.47250, 1.71189], [4.78286, 2.11430, 3.14056], [6.06035, 3.33263, 3.21509], [6.05244, 2.14838, 1.90994], [0.65079, -4.79235, -0.83616], [0.61011, -3.29637, -0.71903], [0.37594, -2.57636, -1.78517], [0.34387, -3.30129, -2.97450], [0.08919, -2.59434, -4.02047], [-0.36354, -0.92960, -4.02220], [0.17574, -3.32008, -5.60593], [1.48311, -4.58359, -5.38730], [2.83668, -3.97186, -5.17105], [3.52172, -3.40438, -6.24144], [4.75997, -2.81377, -6.05393], [5.33308, -2.78619, -4.79029], [4.66534, -3.36171, -3.72032], [3.42413, -3.95130, -3.91079], [0.97377, -2.67202, 0.56966], [1.33538, -3.53186, 1.62239], [2.07194, -3.11068, 2.70973], [2.53606, -1.80773, 2.73408], [2.12845, -0.90398, 1.76636], [1.26107, -1.30121, 0.75924], [0.68093, -0.34812, -0.06830], [0.88219, -5.07635, -1.85575], [-0.34523, -5.18825, -0.61585], [1.36340, -5.24871, -0.16118], [1.44169, -5.12962, -6.33019], [1.19656, -5.26419, -4.58803], [3.08062, -3.42399, -7.23013], [5.28380, -2.38478, -6.89653], [6.30790, -2.33959, -4.64815], [5.12142, -3.37203, -2.73919], [2.91692, -4.42174, -3.07928], [1.05892, -4.57131, 1.56719], [2.33254, -3.80880, 3.49204], [3.20240, -1.47459, 3.51796], [2.45801, 0.11800, 1.84508], [-6.32108, -5.23145, -1.47118], [-7.49085, -5.72497, -2.00985], [-8.37424, -6.71565, -1.58518], [-9.46196, -6.94880, -2.39670], [-9.67282, -6.22779, -3.58981], [-8.79948, -5.25140, -4.00312], [-7.68776, -4.99622, -3.19254], [-6.66927, -4.08374, -3.36001], [-5.88594, -4.25041, -2.32696], [-4.67317, -3.46766, -2.13328], [-3.74694, -3.70600, -1.11607], [-2.62703, -2.91038, -1.02434], [-2.35363, -1.90750, -1.87763], [-3.24949, -1.68457, -2.85857], [-4.39905, -2.42032, -3.01253], [-5.91050, -5.50993, -0.59900], [-8.21977, -7.27356, -0.67256], [-10.17783, -7.70763, -2.11317], [-10.54430, -6.45483, -4.18754], [-8.95354, -4.69432, -4.91543], [-3.87438, -4.50012, -0.39469], [-1.91738, -3.07501, -0.22257], [-3.01771, -0.89243, -3.55535], [-5.08498, -2.20347, -3.81748]], "atomic_forces_ev_per_a": [[-0.087, 1.283, -0.110], [0.031, -0.005, -0.041], [-0.024, 0.061, 0.172], [-0.106, -0.038, -0.053], [-0.016, -0.001, -0.058], [0.006, -0.056, 0.014], [0.005, 0.082, 0.099], [-0.003, -0.131, 0.052], [-0.006, 0.046, -0.095], [0.001, 0.052, -0.042], [-0.003, -0.111, -0.032], [-0.002, -0.071, -0.011], [0.056, 0.009, 0.136], [-0.022, 0.026, -0.036], [0.001, 0.000, 0.058], [-0.045, -0.016, -0.211], [-0.016, 0.003, 0.012], [-0.017, 0.025, -0.010], [0.014, 0.013, -0.006], [0.026, -0.008, -0.003], [0.011, 0.035, -0.013], [0.019, 0.008, -0.038], [-0.059, -0.060, 0.034], [0.035, -0.059, -0.096], [0.136, 0.051, -0.005], [-0.027, -0.016, -0.013], [-0.076, 0.004, 0.084], [0.075, -0.046, -0.282], [-0.001, 0.009, -0.014], [-0.001, 0.019, 0.032], [-0.002, -0.008, 0.019], [0.036, 0.027, -0.017], [0.130, 0.022, -0.096], [-0.124, -0.095, 0.080], [-0.032, -0.017, 0.013], [0.001, -0.031, -0.028], [0.037, -0.005, 0.025], [-0.030, 0.021, 0.018], [0.016, 0.006, -0.020], [-0.013, -0.002, -0.016], [0.010, -0.020, -0.001], [0.008, -0.008, -0.021], [-0.012, 0.021, -0.008], [-0.016, 0.014, -0.007], [-0.006, -0.008, -0.011], [-0.001, 0.008, -0.007], [-0.033, -0.035, 0.006], [-0.012, 0.023, 0.022], [0.058, -0.011, -0.014], [-0.021, -0.018, -0.001], [-0.007, 0.031, -0.021], [0.006, 0.007, 0.028], [0.034, -0.015, -0.003], [-0.005, 0.024, 0.015], [-0.016, -0.002, -0.033], [-0.019, 0.004, 0.026], [-0.019, -0.001, 0.019], [-0.001, -0.011, 0.004], [-0.009, 0.001, -0.008], [0.013, -0.029, -0.012], [-0.023, 0.002, 0.010], [0.013, 0.006, 0.022], [0.002, -0.047, -0.034], [0.015, -0.008, 0.037], [0.005, 0.091, -0.051], [-0.043, -0.011, 0.003], [0.006, 0.015, -0.012], [0.012, 0.001, 0.021], [-0.030, 0.015, -0.032], [0.023, 0.023, 0.001], [0.001, -0.054, 0.052], [-0.024, 0.035, -0.010], [0.015, -0.014, -0.024], [0.032, 0.010, 0.024], [-0.034, -0.042, 0.026], [0.013, 0.020, 0.026], [0.026, -0.010, -0.029], [0.043, 0.004, -0.044], [0.210, 0.037, 0.020], [0.008, -0.594, -0.024], [0.119, 0.040, 0.043], [0.012, -0.132, -0.162], [-0.135, -0.043, 0.192], [0.033, 0.029, 0.019], [-0.109, -0.010, 0.093], [0.021, 0.017, -0.001], [-0.011, 0.060, 0.007], [-0.019, -0.004, -0.020], [0.014, -0.008, 0.026], [0.032, -0.004, 0.002], [-0.027, -0.031, -0.030], [0.062, -0.009, 0.009], [0.003, 0.075, -0.028], [-0.026, -0.027, -0.022], [0.001, 0.045, -0.023], [-0.106, -0.083, 0.004], [0.057, -0.045, 0.032], [0.355, -0.161, 0.371], [-0.024, 0.018, 0.021], [-0.022, -0.007, 0.033], [0.015, 0.000, -0.024], [-0.003, -0.017, 0.002], [-0.005, 0.041, -0.015], [-0.019, 0.001, -0.035], [0.016, 0.012, -0.029], [0.015, 0.010, 0.011], [0.010, 0.004, 0.031], [-0.045, -0.010, 0.049], [-0.008, -0.023, 0.017], [0.001, -0.011, 0.002], [0.012, 0.004, 0.012], [-0.018, 0.085, 0.011], [-0.083, 0.041, -0.152], [0.003, -0.006, 0.014], [-0.021, 0.013, -0.037], [0.007, 0.002, 0.009], [-0.003, -0.013, 0.012], [0.023, -0.012, 0.044], [0.037, -0.006, 0.034], [0.035, -0.020, 0.104], [-0.002, 0.021, -0.017], [0.040, -0.010, 0.017], [0.059, 0.082, -0.051], [-0.042, -0.079, 0.009], [-0.311, -0.295, 0.028], [-0.055, 0.038, -0.082], [0.077, 0.012, 0.014], [0.007, -0.008, 0.010], [0.001, -0.020, 0.025], [-0.012, -0.016, 0.007], [-0.013, -0.004, -0.008], [-0.003, 0.021, -0.034], [-0.011, -0.020, 0.011], [-0.034, 0.012, -0.022], [-0.028, -0.032, 0.020], [-0.022, 0.000, -0.014]], "mulliken_charge": [-0.2845, -2.0056, 0.3563, -0.9101, -0.2908, 0.0255, 0.4088, -0.6742, 0.4249, -0.8058, 0.1918, -0.8046, 0.2023, -1.8487, 1.3284, -0.5204, 2.1417, -1.2562, -1.8619, -1.7329, 0.9043, 0.1886, -0.3361, -0.9293, 0.0203, -1.8758, 1.3698, -0.4087, 2.3285, -1.8377, -1.4539, -1.7284, 1.5883, -0.5462, 2.4584, -1.0227, -2.0731, -1.6001, 0.4210, 0.4021, 0.3708, 0.3825, 0.4680, 0.4294, 0.3844, 0.3632, 0.3342, 0.7815, -0.4916, 0.3941, 0.3977, 0.4500, 0.2258, 0.4778, 0.4070, 0.5012, 0.4573, 0.3484, 0.3578, 0.3440, 0.3874, 0.4797, 0.1975, 0.5669, -0.0854, 0.3651, 0.2061, 0.5357, 0.1907, 0.5324, -0.3734, 0.4200, 0.4462, 0.4344, 0.1915, 0.4845, 0.3899, -1.7156, 0.6587, 1.3950, -1.2777, 0.7638, -0.2470, -0.0678, -1.1423, 0.6106, -0.4824, -0.6222, -0.4844, -0.7821, 0.1299, 0.5460, -0.9469, -1.7388, -0.6269, -0.3336, 1.2288, 0.0816, 0.2130, 0.2749, 0.5997, 0.5461, 0.3432, 0.4062, 0.4198, 0.4558, 0.4547, 0.2847, 0.6146, 0.4676, 0.5882, 0.1962, 0.0528, 0.7477, -1.0661, -0.4225, -0.5088, -0.7692, 0.6146, -0.5942, -0.1409, 1.1626, -1.6575, -0.2238, 1.0333, -0.6895, -1.0157, 0.1656, 0.3915, 0.3967, 0.3985, 0.4451, 0.3593, 0.6886, 0.5222, 0.5924]}